58
Properties=species:S:1:pos:R:3:lowdin_charge:R:1 method="wB97M-V/def2-TZVPD" orbital_gap_ev=7.38 lumo_ev=2.76 de_lowest_kcal_mol=41.2 largest_force_ev_per_a=2.6 charge=-1
I -1.59 -0.14 1.39 -0.11
C -5.43 0.09 2.96 -0.16
O -4.99 -1.18 2.40 -0.20
H -5.70 -0.18 3.98 0.07
H -4.67 0.86 2.88 0.05
H -6.28 0.45 2.38 0.06
H -4.12 -1.05 2.02 -0.11
C 0.48 0.90 -2.37 -0.11
C 1.23 -0.38 -2.22 -0.40
C 2.50 -0.25 -1.30 -0.17
O 2.92 -1.58 -0.97 -0.19
C 4.25 -1.62 -0.60 -0.16
N 0.23 -1.36 -1.73 0.05
H 0.03 1.18 -1.41 0.04
H -0.40 0.80 -3.01 0.08
H 1.05 1.74 -2.75 0.07
H 1.65 -0.53 -3.22 0.12
H 2.33 0.33 -0.40 0.11
H 3.20 0.30 -1.94 0.11
H 4.83 -1.22 -1.43 0.08
H 4.63 -2.63 -0.43 0.08
H 4.38 -1.03 0.30 0.08
H -0.24 -0.98 -0.92 -0.07
H -0.53 -1.35 -2.40 0.06
C -0.92 4.21 0.88 -0.06
C 0.27 3.71 -0.02 -0.44
C 1.24 4.88 -0.39 -0.16
O 0.44 6.00 -0.85 -0.19
C 1.24 6.94 -1.49 -0.15
N 0.92 2.73 0.77 0.02
H -1.54 4.87 0.28 0.06
H -0.55 4.79 1.72 0.08
H -1.60 3.40 1.15 0.05
H -0.08 3.23 -0.93 0.11
H 1.97 4.48 -1.10 0.12
H 1.81 5.13 0.51 0.12
H 2.02 7.28 -0.81 0.08
H 0.59 7.73 -1.87 0.09
H 1.80 6.58 -2.36 0.08
H 0.34 1.93 1.01 -0.06
H 1.04 3.20 1.65 0.06
C 0.07 -4.64 2.65 -0.10
C 0.34 -4.39 1.18 -0.41
C -0.97 -4.59 0.34 -0.17
O -0.64 -4.21 -1.03 -0.19
C -1.81 -4.30 -1.77 -0.16
N 0.90 -3.01 1.08 0.05
H 0.97 -4.43 3.24 0.07
H -0.22 -5.68 2.83 0.06
H -0.78 -4.03 2.93 0.08
H 1.07 -5.16 0.92 0.12
H -1.75 -3.98 0.79 0.12
H -1.31 -5.62 0.34 0.11
H -2.38 -5.20 -1.53 0.07
H -1.55 -4.35 -2.83 0.08
H -2.46 -3.44 -1.58 0.09
H 0.15 -2.40 1.37 -0.07
H 1.65 -2.81 1.73 0.06


35
Properties=species:S:1:pos:R:3:lowdin_charge:R:1 method="wB97M-V/def2-TZVPD" orbital_gap_ev=6.15 lumo_ev=-5.56 largest_force_ev_per_a=5.3 charge=+1
C -0.50 -0.58 2.06 0.05
C 0.27 -1.81 2.16 -0.21
C -0.46 -3.04 2.20 -0.01
C 0.18 -4.26 2.06 -0.05
C 1.57 -4.32 1.89 -0.03
C 2.32 -3.13 1.95 -0.05
C 1.69 -1.90 2.14 0.00
C -0.15 0.70 2.62 -0.21
C -1.21 1.51 3.13 -0.01
C -1.00 2.85 3.43 -0.06
C 0.27 3.43 3.29 -0.04
C 1.35 2.62 2.92 -0.05
C 1.16 1.27 2.60 -0.01
H -1.58 -0.77 2.05 0.13
H -1.54 -3.01 2.36 0.13
H -0.39 -5.19 2.05 0.12
H 2.09 -5.27 1.73 0.12
H 3.41 -3.15 1.84 0.12
H 2.30 -1.01 2.27 0.09
H -2.20 1.08 3.26 0.12
H -1.84 3.49 3.73 0.12
H 0.44 4.49 3.48 0.12
H 2.36 3.03 2.83 0.12
H 2.01 0.67 2.30 0.09
C -2.12 0.42 -1.86 -0.02
C -1.85 -0.94 -1.96 -0.06
C -0.79 -1.27 -1.04 -0.03
C -0.46 -0.10 -0.32 -0.09
C -1.26 0.97 -0.87 -0.25
N -1.09 2.33 -0.65 0.07
N -0.99 3.46 -0.47 0.32
H -2.83 1.04 -2.42 0.13
H -2.32 -1.64 -2.66 0.11
H -0.32 -2.25 -0.94 0.12
H 0.48 0.12 0.21 0.11


In eV, the E_tot values for the records above are, in order, -34841.631 -21879.137.
In Da, the M values for the records above are, in order, 426.36 259.33.